C21H36NO15S3 | the ωB97M-V functional and the def2-TZVPD basis

Element x y z (Å)
C -1.9856 3.4694 5.9019
C -1.5821 4.1507 4.8132
C -1.0050 4.9513 3.5106
C -1.0397 4.0632 2.1394
C -2.3889 4.4367 1.2703
C -3.7372 4.2807 2.1712
C -5.0421 4.6262 1.2672
O -6.2474 4.7705 1.7304
O -4.8160 4.7692 -0.1812
C -0.9599 2.4625 2.4227
C -0.5543 1.5724 1.1264
C -1.8948 0.6433 0.8092
C 0.5854 0.5127 1.5984
N -0.2827 2.3142 -0.1365
O 0.2984 1.4674 -1.0114
C 0.5569 3.5377 -0.0088
C 0.0895 4.5252 -1.2585
C 2.1591 3.3368 -0.2172
C 0.3531 4.4274 1.3327
H -2.3304 2.9770 6.8875
H -1.7020 5.8831 3.3490
H 0.0545 5.3954 3.7305
H -2.2563 5.5066 0.8408
H -2.4656 3.7115 0.3566
H -3.7510 4.9432 3.1308
H -3.8122 3.1545 2.5030
H -4.5135 3.8813 -0.5169
H -0.1361 2.3159 3.2508
H -1.9569 2.1131 2.8989
H -2.6256 1.3484 0.2160
H -2.4303 0.3138 1.7926
H -1.6580 -0.2531 0.1118
H 1.6579 0.7365 1.2299
H 0.5767 0.3331 2.7451
H 0.2908 -0.5220 1.1152
H -1.0400 4.8101 -1.1768
H 0.7134 5.5030 -1.2985
H 0.1825 3.9246 -2.2686
H 2.5573 2.2722 -0.0120
H 2.4119 3.5673 -1.3437
H 2.6902 4.1725 0.4154
H 1.2254 4.1782 2.0671
H 0.2883 5.5799 1.1018
C 3.6280 -2.5579 -0.9608
C 2.5606 -1.7236 -0.2638
O 2.0494 -2.5626 0.7700
S 3.2436 -3.5302 1.3069
O 3.8026 -2.9362 2.4949
O 2.7826 -4.8935 1.2498
O 4.2828 -3.2841 0.0790
H 3.1773 -3.2800 -1.6486
H 4.3457 -1.9392 -1.5038
H 1.7620 -1.4178 -0.9423
H 2.9976 -0.8368 0.2062
C 2.4273 -5.1314 -5.7654
C 1.7178 -5.5333 -4.4780
O 1.5672 -4.3205 -3.7423
S 1.3795 -3.0868 -4.7875
O -0.0273 -2.8171 -4.9161
O 2.3452 -2.0712 -4.4690
O 1.8710 -3.8677 -6.1271
H 3.5003 -4.9961 -5.5986
H 2.2736 -5.8586 -6.5655
H 2.2851 -6.2660 -3.9013
H 0.7183 -5.9288 -4.6855
C -1.3381 -5.3861 -1.3847
C -1.6148 -6.3894 -0.2705
O -0.4011 -6.4627 0.4756
S 0.3361 -5.0113 0.4312
O 0.0032 -4.3016 1.6372
O 1.6911 -5.2018 -0.0152
O -0.5316 -4.3706 -0.7902
H -0.7644 -5.8454 -2.1957
H -2.2565 -4.9550 -1.7891
H -1.8903 -7.3731 -0.6550
H -2.4015 -6.0273 0.3991

Force components x, y, z for each atom (eV/Å):
C 2.402 4.277 -6.271
C -1.706 -3.476 5.752
C -1.094 -0.091 0.841
C 0.500 -0.399 -0.395
C 0.574 -0.261 0.395
C -0.037 -0.204 -0.851
C -4.516 0.178 1.178
O 6.998 -0.594 -2.548
O -0.322 -1.456 2.544
C 0.548 1.245 0.646
C -2.285 -2.293 2.116
C -0.266 0.980 -0.567
C -0.112 -1.250 -0.768
N 3.475 -1.933 0.368
O -1.753 1.659 1.037
C 0.702 3.667 -1.394
C -0.546 -0.711 -0.463
C 0.116 0.545 -0.902
C -1.374 -0.586 0.836
H 0.772 1.125 -2.390
H 1.293 -1.766 0.426
H -1.934 -1.200 -0.225
H -0.431 -1.728 0.816
H 0.243 1.298 1.714
H -0.074 -1.229 -1.870
H -0.098 2.239 -0.582
H -0.218 1.261 0.513
H -1.614 0.300 -1.624
H 1.752 0.454 -0.913
H 1.167 -1.375 1.168
H 1.198 0.434 -1.851
H -0.320 1.556 1.343
H -1.832 -0.055 0.776
H -0.003 0.556 -2.025
H 0.775 2.025 0.976
H 2.045 -0.466 0.072
H -0.952 -1.820 0.117
H 0.038 1.231 2.010
H -0.739 1.890 -0.016
H -0.482 -0.564 2.214
H -0.863 -1.873 -1.143
H -1.574 0.658 -1.249
H 0.545 -2.295 0.243
C -0.436 0.026 -0.596
C 0.458 0.461 -0.270
O 0.570 -0.722 -0.007
S 0.939 -0.839 1.375
O -0.507 -0.228 -0.992
O 8.025 4.201 7.759
O -0.563 0.112 0.741
H -0.016 0.125 0.007
H 0.030 -0.141 0.242
H -0.045 -0.166 0.207
H -0.003 -0.041 -0.117
C 0.502 -0.372 0.251
C -0.274 -0.463 -0.404
O 0.332 0.781 -0.499
S -0.233 0.103 -0.063
O 1.487 0.000 0.091
O -1.095 -0.847 -0.104
O -0.582 0.299 0.764
H -0.073 -0.073 0.006
H -0.114 0.286 0.018
H -0.033 0.308 0.105
H 0.094 -0.040 -0.044
C -0.008 -0.405 -0.284
C -0.522 0.317 0.015
O 0.435 0.474 -0.217
S 0.200 -0.456 -0.960
O 0.527 -0.661 -1.194
O -9.205 -2.136 -6.821
O -0.276 0.002 0.760
H -0.071 -0.018 0.029
H 0.210 0.132 0.138
H 0.268 0.058 0.138
H -0.018 -0.031 -0.123

Its charge is 0. As for the LUMO energy (alpha / beta): 0.2 / -0.7 eV. The strongest force on any atom comes out at 0.2320 hartree/bohr. As for the spin multiplicity: 2.